Record 1
ORCA calculation (wB97M-V/def2-TZVPD) on a structure of composition C30H48InP2 at a distorted geometry.

Summary:
net charge = +1
E_tot = -55627.138 eV
frontier orbital gap (spin up / spin down) = 4.09 / 3.98 eV

Geometry as XYZ:
```
81
Properties=species:S:1:pos:R:3:forces:R:3
In 0.02839 1.85787 -4.05038 -0.691 0.597 5.484
C -0.80392 -1.91095 0.81269 1.339 -0.767 -0.721
C 0.49214 -2.29200 0.37476 0.031 0.614 0.417
C 0.73970 -0.73970 2.04764 -3.115 0.418 0.462
C -0.65107 -0.94237 1.84056 2.689 1.220 1.346
C 1.44649 -1.58893 1.15595 -0.746 -1.240 -1.447
C -2.08357 -2.50143 0.37064 -0.320 0.005 -0.092
H -2.07436 -2.72208 -0.69885 -0.030 -0.098 0.068
H -2.91618 -1.82466 0.58055 0.005 -0.109 -0.067
H -2.28850 -3.44544 0.89444 0.044 0.124 -0.060
C -1.73699 -0.28348 2.59831 -0.428 0.216 0.184
H -2.65405 -0.88094 2.55042 0.077 0.166 0.154
H -1.96490 0.71692 2.20041 -0.085 -0.258 0.122
H -1.45738 -0.16115 3.65468 -0.158 -0.001 -0.231
C 1.36683 0.18194 3.02118 0.261 0.280 0.334
H 0.71092 0.34272 3.88820 0.220 0.024 -0.170
H 1.57685 1.16847 2.57183 0.050 -0.259 0.180
H 2.32532 -0.22172 3.38064 -0.261 0.174 -0.012
C 2.91412 -1.75051 1.11861 0.391 -0.016 -0.062
H 3.26480 -2.41012 1.92828 -0.106 0.143 -0.126
H 3.41805 -0.78430 1.25005 -0.040 -0.164 -0.018
H 3.24572 -2.19396 0.17483 -0.022 0.016 0.217
C 0.78696 -3.28973 -0.67445 0.165 -0.593 -0.360
H 0.93660 -4.29789 -0.25339 -0.028 0.180 -0.239
H 1.70189 -3.02907 -1.22450 -0.171 -0.123 0.027
H -0.03607 -3.35555 -1.40075 0.225 -0.048 0.103
C -1.56665 2.37400 -5.41164 0.061 0.747 0.331
C -2.31066 1.04463 -5.31622 -1.641 -0.258 0.272
C -1.74902 -0.12284 -6.17539 -0.677 -0.192 -0.040
C -0.27155 -0.09489 -6.62256 -0.420 -0.296 0.021
C 0.76129 0.51737 -5.69079 2.878 1.135 -3.047
C 1.25719 1.84374 -5.86466 0.612 -3.211 -3.434
C 0.57837 2.82369 -6.82020 -0.607 0.265 0.708
C -0.97756 2.73294 -6.77790 -0.214 0.218 -0.493
H -2.37402 -0.16591 -7.08461 0.386 0.000 0.268
H -0.20326 0.33631 -7.63402 0.192 0.128 0.561
H -1.95076 -1.07972 -5.68020 0.063 0.271 -0.058
H -1.31400 2.01127 -7.52657 -0.006 0.141 0.089
H -2.18345 3.19544 -5.01142 0.178 -0.435 -0.156
H -3.36203 1.18528 -5.63541 0.458 0.066 -0.321
H -1.40350 3.69085 -7.11189 0.316 -0.205 0.109
H 0.86865 3.85782 -6.56624 0.089 -0.406 -0.014
H 2.31229 2.05521 -5.64179 -0.547 -0.056 0.805
H 0.93328 2.65186 -7.85021 0.111 -0.119 0.354
H 0.04424 -1.14307 -6.75685 -0.054 0.351 0.176
H 1.41957 -0.22703 -5.22365 -0.203 0.602 0.343
P -2.69548 0.76051 -3.43096 1.897 -0.124 -0.674
C -4.48620 0.96827 -3.21310 -0.295 0.390 0.155
C -2.37310 -1.01360 -3.10025 -0.229 -0.237 0.401
P 2.86539 1.26106 -1.30532 -0.113 0.114 -0.456
C 1.28821 0.87048 -2.17892 -1.493 0.134 -0.939
C 3.96704 -0.15621 -1.75838 0.127 0.020 -0.209
C 3.56757 2.55678 -2.43181 0.309 0.338 0.435
H -4.61867 1.86422 -2.58679 -0.214 -0.384 -0.243
H -4.89694 0.09373 -2.69124 0.053 0.288 -0.153
H -5.00172 1.11655 -4.16894 0.031 -0.088 0.214
H -1.73927 -1.52616 -3.83691 -0.189 0.253 0.204
H -3.33750 -1.53524 -3.02142 0.410 -0.135 0.004
H -1.84886 -1.04973 -2.13083 -0.272 -0.154 -0.329
H 2.94389 2.69996 -3.32746 0.281 -0.023 0.294
H 4.59353 2.28315 -2.71593 -0.273 0.200 0.007
H 3.61002 3.48463 -1.84080 0.012 -0.105 -0.507
H 1.35463 -0.15910 -2.55492 -0.137 0.029 -0.061
H 0.46065 0.89548 -1.45621 0.218 -0.096 -0.201
H 4.77798 -0.15497 -1.01122 -0.233 -0.133 -0.331
H 4.41162 -0.02532 -2.75610 -0.137 -0.150 0.228
H 3.44836 -1.12370 -1.71021 0.127 0.329 0.048
C 0.28927 3.02756 0.00418 -0.033 0.006 0.026
C -0.56448 3.68255 0.89000 -0.480 0.404 0.536
C -0.84328 3.10945 2.18191 0.098 0.195 -0.366
C -1.74741 3.70883 3.04398 0.068 0.023 -0.176
C -2.39563 4.90250 2.67920 0.279 -0.128 -0.129
C -2.10365 5.51172 1.44589 0.112 -0.160 -0.070
C -1.20647 4.93086 0.56117 0.106 -0.588 0.321
H 0.76401 2.09180 0.29574 -0.099 0.299 -0.102
H 0.48878 3.44263 -0.98411 0.037 -0.113 0.250
H -0.31732 2.18437 2.45692 -0.365 0.534 -0.114
H -1.95460 3.24420 4.01054 0.040 0.188 -0.278
H -3.10139 5.36660 3.36431 0.131 -0.085 -0.162
H -2.58983 6.45004 1.17904 0.115 -0.220 0.091
H -0.96613 5.39271 -0.40031 -0.161 -0.069 0.320
```
Positions in Å, forces in eV/Å.

Atomic partial charges in e from the Mulliken method, atoms 1 to 5: 0.8021 0.2782 0.5231 0.6642 0.7635

Record 2
ORCA calculation (wB97M-V/def2-TZVPD) on a cluster of 4 separate species, C24H28BBrNO3 in total at a distorted geometry.

Summary:
net charge = -1
E_tot = -103691.873 eV
frontier orbital gap = 7.78 eV

Geometry as XYZ:
```
58
Properties=species:S:1:pos:R:3:forces:R:3
C 3.60868 1.61574 -1.09943 1.132 -0.939 -0.365
C 2.82457 0.46259 -1.96019 -0.955 1.122 0.945
Br 4.11701 -1.11160 -2.07336 -0.396 0.690 -0.455
C 1.47132 -0.13722 -1.24361 1.012 -1.894 -0.100
B 0.06142 0.54401 -1.75661 -0.135 0.218 0.198
O -0.93193 0.83751 -0.66719 -1.054 3.188 1.125
C -1.19264 2.30416 -0.56293 3.034 0.146 -0.411
C 0.25966 2.80717 -1.18932 -2.644 -1.456 -0.752
N 0.24291 4.15519 -1.89653 5.677 -2.182 -4.849
C 1.11623 3.96476 -2.97114 1.862 3.944 -1.503
O 1.99403 4.22973 -3.97732 -7.035 -2.412 7.770
O 0.37204 1.87260 -2.31999 0.692 1.720 1.893
H 4.64137 1.81181 -1.64913 -2.143 -0.245 1.134
H 3.04688 2.63770 -1.00299 0.864 -2.164 -0.150
H 3.89510 1.12709 -0.05817 -0.806 1.288 -1.978
H 2.67221 0.85500 -3.05173 0.157 -1.073 2.133
H 1.52850 -0.13785 -0.07159 0.396 0.116 -2.039
H 1.41582 -1.28504 -1.56649 0.243 2.367 0.849
H -0.61738 -0.10320 -2.48879 0.286 -0.642 -1.014
H -1.11819 2.68310 0.54197 -0.961 -0.921 -1.823
H -2.04361 2.77242 -1.21545 1.252 -1.234 1.335
H 0.97065 2.66636 -0.25040 -0.667 0.548 -2.369
C 8.80918 -1.16001 2.06874 -0.149 0.026 -0.073
C 8.76519 -1.75509 0.80830 -0.136 0.067 0.052
C 7.61128 -1.65953 0.03101 0.014 0.120 0.235
C 6.50371 -0.95973 0.51068 0.087 0.024 0.155
C 6.54909 -0.36146 1.76961 0.230 -0.124 -0.037
C 7.69977 -0.46495 2.55075 0.014 -0.075 -0.171
H 9.70745 -1.23760 2.67564 -0.111 0.010 -0.076
H 9.63071 -2.29452 0.43176 -0.111 0.066 0.060
H 7.57496 -2.12902 -0.94826 -0.029 0.088 0.110
H 5.60611 -0.88099 -0.09695 0.284 -0.022 0.199
H 5.68645 0.18525 2.14257 0.113 -0.088 -0.068
H 7.73280 -0.00343 3.53375 0.008 -0.049 -0.111
C -3.34660 -3.50437 1.92002 0.086 0.104 -0.025
C -2.03635 -3.40323 2.38671 -0.045 0.059 -0.077
C -1.23154 -2.33843 1.98262 -0.383 -0.079 -0.057
C -1.74079 -1.36844 1.11874 0.148 -0.127 0.267
C -3.05230 -1.46761 0.65505 -0.001 -0.125 0.117
C -3.85411 -2.53748 1.05181 0.215 0.025 0.110
H -3.97242 -4.33621 2.23246 0.075 0.083 -0.035
H -1.64183 -4.15540 3.06530 -0.059 0.066 -0.089
H -0.20851 -2.26354 2.34112 -0.118 0.003 -0.058
H -1.11532 -0.53592 0.80760 -0.237 -0.135 -0.081
H -3.44952 -0.71073 -0.01688 0.165 -0.086 0.056
H -4.87401 -2.61738 0.68600 0.087 0.004 0.020
C -6.40444 1.44215 0.24621 -0.145 -0.101 -0.026
C -7.33914 1.86751 -0.69728 -0.021 -0.152 0.069
C -8.40606 1.03970 -1.04543 0.112 -0.076 0.158
C -8.54385 -0.21072 -0.44212 0.140 0.133 0.029
C -7.61118 -0.63448 0.50416 0.012 0.162 -0.087
C -6.53906 0.18955 0.84546 -0.124 0.079 -0.078
H -5.57117 2.08618 0.51477 -0.102 -0.119 -0.055
H -7.23552 2.84471 -1.16228 0.003 -0.158 0.057
H -9.13044 1.36865 -1.78555 0.092 -0.041 0.096
H -9.37797 -0.85396 -0.70970 0.115 0.080 0.028
H -7.71962 -1.60829 0.97542 0.032 0.137 -0.072
H -5.80960 -0.14320 1.57864 -0.071 0.036 -0.119
```
Positions in Å, forces in eV/Å.

Atomic partial charges in e from the natural (NBO) method, atoms 1 to 5: -0.6567 -0.1667 -0.1224 -0.7305 0.6364

Question: Which value of E_tot does entry 2 give?
Answer: -103691.873 eV

Question: Which of these has the highest net charge?
Answer: C30H48InP2